# 1
C26H27N3O4S | the ωB97M-V functional and the def2-TZVPD basis

```
61
Properties=species:S:1:pos:R:3:forces:R:3
N 0.91961 -1.65937 0.28865 0.16 0.09 0.24
C -4.09971 2.65444 0.48943 -0.04 0.00 -0.04
H 3.33969 1.92640 2.55944 0.03 0.13 -0.03
C 1.70714 -1.03015 2.52205 0.06 -0.07 0.00
O -6.60644 5.06080 -0.44711 -0.17 0.07 0.05
H 2.87671 -6.34344 -0.42940 0.04 -0.07 0.03
C 0.98813 -5.34291 -0.56152 -0.06 -0.04 0.06
H -0.76548 -4.16527 -0.89650 -0.13 0.04 0.04
C -5.63717 4.34788 -0.55776 -0.24 -0.26 0.16
H -0.64548 3.80196 -3.45862 0.03 0.09 -0.14
H 1.85422 -1.83670 -0.04343 -0.05 0.00 -0.13
H 0.71841 -2.85742 1.98061 -0.06 0.12 0.05
C -3.39594 3.99997 -1.48065 0.41 -0.37 -0.05
H 3.57009 -1.30812 5.33064 0.05 -0.03 0.10
H 1.70424 0.67874 1.22670 -0.02 0.02 -0.05
H 1.51331 -0.84693 -2.09139 0.01 -0.25 0.06
H 4.59003 0.83475 5.87819 0.03 0.03 0.08
N -4.55033 4.74261 -1.28923 0.20 0.51 -0.29
C 0.26762 -4.32853 -1.16718 0.03 -0.06 -0.10
C 3.57204 0.40048 4.04185 -0.03 -0.02 0.04
H 5.58397 0.99465 4.43085 0.09 0.04 0.04
H -0.97403 -2.54096 -2.65302 -0.02 0.00 -0.05
H 2.66178 -3.10335 -3.20169 0.07 0.07 -0.11
C 2.24483 -1.57761 3.67837 -0.09 0.01 -0.11
H -3.85026 3.29609 1.34099 -0.02 -0.04 0.04
H 0.51371 -5.97224 0.17714 -0.04 -0.05 0.06
C -3.12918 2.92516 -0.62138 0.10 0.00 -0.07
S 0.36014 1.53073 -2.05505 -0.22 0.12 -0.41
C -1.97746 2.18355 -0.81171 -0.20 0.10 0.10
H -2.72144 5.16389 -3.14999 -0.01 0.08 -0.09
H -5.81352 2.25484 -0.76119 -0.02 0.00 0.00
C 0.69416 -1.79462 1.71156 -0.24 -0.08 0.08
C 0.86154 -3.51187 -2.12124 -0.08 -0.19 -0.13
C 3.16353 -0.86833 4.43082 0.02 0.08 0.01
H 1.93951 -2.56483 3.99644 -0.02 -0.12 0.01
H 4.38502 2.22884 4.80550 0.03 0.08 0.05
C -5.52187 2.95661 0.02629 -0.02 0.00 0.18
C -1.35731 3.57925 -2.68077 0.06 0.03 -0.07
C -1.10951 2.51457 -1.83699 0.52 -0.47 -0.14
H 3.94615 -4.90703 -2.12647 0.08 -0.01 -0.03
O 1.17870 2.09982 -3.08183 -0.14 0.16 -0.18
C 3.03399 0.94093 2.87970 -0.02 -0.05 0.04
O -1.11459 -0.81473 -0.21831 -0.43 -0.03 0.04
H -1.74628 1.34535 -0.17173 -0.03 -0.11 0.13
C 0.10136 -2.37263 -2.73604 0.14 0.28 0.08
H -1.23347 -0.00110 -2.39703 -0.16 0.06 0.05
C -2.50699 4.32691 -2.50244 -0.02 -0.05 0.13
N -0.24911 0.05647 -2.63794 0.05 0.73 0.06
C 0.44348 -1.05596 -2.01642 0.03 -0.11 0.08
O 0.99174 1.29371 -0.78250 -0.18 0.08 0.13
C 2.19200 -3.73111 -2.45801 -0.10 0.04 0.00
H -4.01613 1.61863 0.81863 0.02 0.04 0.04
C 2.31370 -5.55227 -0.90166 0.07 -0.05 0.04
H -0.31394 -1.40993 1.89862 0.12 -0.15 -0.02
H -4.63795 5.62161 -1.78373 -0.11 -0.12 0.12
C 2.11053 0.24011 2.12653 -0.02 -0.05 0.01
C 0.01338 -1.14272 -0.54830 0.44 -0.31 -0.05
C 4.58702 1.16071 4.84070 0.05 -0.04 -0.06
C 2.91369 -4.74528 -1.85370 0.12 -0.02 0.03
H 0.35579 -2.25687 -3.79050 -0.05 0.01 0.01
H -6.23738 2.86183 0.84275 -0.02 0.08 -0.12
```
Forces are in eV/Å.

The frontier orbital gap is 0.344 Ha. Its spin multiplicity is 1. For the strongest force on any atom, the calculation gives 0.014 hartree/bohr. The value obtained for the HOMO energy is -8.77 eV. Its relative energy (zero: lowest compared OMol25 entry of this formula, charge and spin) is 0.0 kJ/mol.

Atomic partial charges in e from the natural (NBO) method, atoms 1 to 2: number 1, N, carries -0.60; number 2, C, carries -0.42

***

# 2
C51H55AsBr4N6O5Ti | the ωB97M-V functional and the def2-TZVPD basis

```
123
Properties=species:S:1:pos:R:3:forces:R:3
N 0.86391 -0.12280 -2.41520 0.01 0.07 -0.02
N -0.24066 1.11107 0.68827 0.02 0.05 0.12
H -2.56306 1.81225 4.76809 0.00 0.00 0.00
C 2.09566 0.68023 5.93588 0.01 0.01 0.00
H -0.85484 2.41358 -6.75029 0.00 0.00 0.00
C -5.78070 -0.00676 -2.93846 0.02 -0.01 0.01
C -4.21609 -1.37101 0.36226 0.03 -0.02 0.00
H -5.93064 -1.07557 -2.79319 0.00 0.00 -0.01
C 3.61007 -2.65871 0.87834 -0.05 -0.03 0.01
H -0.02231 4.38566 -1.09161 0.00 0.00 0.00
H 3.97325 2.90504 0.85173 0.00 0.00 0.00
C 0.13859 -6.06879 0.55503 0.01 -0.01 -0.02
C -3.90955 -0.02581 -5.32558 -0.02 0.01 -0.01
C -0.79501 -2.43257 -4.04645 -0.04 -0.02 -0.02
H -0.57939 4.53523 -2.76159 0.01 0.00 0.00
H 3.51470 0.13554 2.92647 0.00 -0.01 0.01
Br -0.42361 -7.52393 2.95169 0.00 0.01 0.00
H -5.99011 0.51121 -2.00643 -0.01 0.00 0.03
H -1.32779 3.35647 -1.65568 -0.01 -0.01 -0.03
H 0.79513 1.06530 7.60459 0.00 0.00 0.00
N 1.21125 -0.48575 2.53866 -0.10 -0.15 -0.01
C -0.20692 2.60168 -4.70714 0.01 0.01 0.01
H -5.74524 0.18403 0.40849 0.00 0.00 -0.01
H 4.34769 2.05030 5.14001 0.01 0.00 0.00
C 0.66868 2.14301 1.01356 0.03 0.02 -0.01
H -2.89079 0.13039 -5.67674 0.00 0.00 0.00
C -0.22126 0.25232 4.45246 0.00 0.00 0.02
C 0.10559 -0.16912 -4.73739 0.01 0.02 0.02
N -1.95053 -0.60078 0.45278 -0.02 -0.09 -0.13
H -6.43309 0.36233 -3.73069 0.00 0.01 0.00
N 2.04895 -1.05352 0.05335 0.16 -0.11 0.06
H -1.34193 -0.01837 2.67078 -0.02 0.00 0.00
H 1.96195 4.14907 -3.38458 0.00 0.00 0.00
H 3.00047 0.88219 6.49832 0.00 0.00 0.00
C 2.04079 2.01458 0.77646 -0.02 -0.01 0.00
H 3.50483 2.51051 3.65435 -0.01 0.01 0.00
C -0.34616 0.52078 -5.85851 0.00 0.00 0.01
C 0.25057 1.95507 -3.56274 -0.03 -0.03 0.00
H 5.13691 1.82961 3.57487 0.00 0.00 -0.01
O 2.39197 -2.33586 3.34311 -0.12 0.10 0.12
C -0.27342 0.61787 5.79755 0.01 0.00 0.00
O -0.66021 -2.34148 2.07524 0.12 0.05 -0.01
C 0.41269 0.55499 -3.56451 0.00 -0.06 0.02
C 2.01532 3.42032 -2.56689 -0.01 0.00 -0.02
C 3.59469 0.36166 3.98969 0.02 0.01 0.00
Br 0.91139 -4.94110 -1.99433 0.00 -0.01 -0.01
O -0.03749 -2.52925 -0.34736 0.06 0.04 -0.03
C -3.60735 2.16186 -3.20746 -0.02 0.00 0.02
C 0.24948 -1.67751 -4.86661 -0.02 0.00 -0.02
H -0.67122 -3.51035 -4.18845 0.01 0.00 0.00
C 1.03278 0.02009 3.85863 0.05 0.03 -0.07
H -1.80766 -2.15562 -4.34189 0.02 0.02 0.03
H 3.93739 -3.25091 1.72021 -0.01 0.00 0.01
C -0.51140 1.89808 -5.85970 0.00 0.01 -0.01
N -1.49527 1.64385 0.49234 -0.03 -0.03 0.00
C -0.08733 -3.67289 0.29371 0.06 0.00 0.00
C 4.17643 1.77542 4.09573 0.00 0.00 -0.01
C 0.64575 2.76988 -2.34889 -0.01 -0.03 -0.01
C -2.48736 -0.87571 4.23687 0.02 0.00 0.00
C -1.54269 0.20290 3.71335 0.00 0.01 -0.02
O -2.85602 -0.66531 -2.61522 -0.17 -0.07 0.07
As -3.92021 0.27380 -3.41479 0.13 0.10 -0.08
C 2.46882 4.23617 1.61605 0.01 -0.01 0.00
H 2.41701 1.12087 0.31037 0.00 -0.04 -0.01
H 3.15960 5.03891 1.84483 0.00 0.00 0.00
H 2.76040 2.66693 -2.82358 0.01 -0.01 0.00
C -3.78922 0.99272 0.35238 0.00 0.00 -0.08
C 0.86448 0.79982 6.55597 -0.02 0.01 0.00
C 1.99719 -1.58067 2.46408 0.33 -0.09 -0.20
C -0.38827 3.82228 -1.95308 -0.01 0.01 0.02
C 1.65415 -2.22069 -4.58062 0.00 0.01 0.01
H 0.72430 5.30170 2.27275 0.00 0.00 0.00
C 2.16291 -0.19853 -2.29672 -0.02 -0.04 0.02
O 3.08393 0.24997 -3.02186 -0.01 0.03 0.00
H -2.69220 2.41193 -3.74363 0.02 -0.01 0.01
C 4.54905 -0.64628 4.63498 0.01 0.01 0.01
H -3.10175 1.57188 3.09827 0.00 0.00 -0.01
H 1.78857 -2.39040 -3.51323 0.01 0.01 -0.01
H 2.33141 3.94417 -1.66104 0.01 -0.01 0.01
C 2.54351 -1.80360 1.05361 0.21 -0.02 0.07
H 4.23428 -1.78260 -2.33379 0.00 0.00 0.00
H 1.78144 -3.18450 -5.08468 0.00 0.00 0.00
H -3.46071 2.35549 -2.14593 0.00 0.00 0.01
H -0.56362 -0.04601 -6.76001 0.00 0.00 0.00
Br -1.01169 -4.49892 4.25022 -0.01 0.00 0.01
C 0.22087 3.35789 1.55249 0.01 0.02 0.03
C 2.92051 3.04222 1.07077 0.00 0.01 0.01
H -2.70370 -0.72580 5.29953 -0.01 0.01 0.00
C 0.24236 -4.91370 -0.23339 -0.01 0.02 0.03
H 0.72562 2.06501 -1.52315 0.03 0.04 -0.01
H -4.08267 2.03484 0.37712 -0.01 0.00 -0.01
H -3.43274 -0.83542 3.68858 0.01 -0.02 -0.02
H 4.75509 -0.36740 5.67295 -0.01 0.00 0.00
Br 0.55980 -7.75209 -0.20524 0.00 0.00 0.00
H -2.05601 -1.86386 4.10150 0.01 0.00 0.01
C 4.22413 -2.68883 -0.36653 0.01 -0.01 0.01
H -2.48507 -2.60173 0.36158 -0.01 -0.01 0.00
C -2.22823 1.57279 3.75385 0.00 0.00 0.01
H 5.06639 -3.34701 -0.54339 0.00 0.00 -0.01
C -0.46047 -3.56735 1.66199 0.00 0.01 -0.04
H 5.50445 -0.65654 4.10236 0.00 0.00 0.00
H -0.69602 -2.20428 -2.98514 0.01 -0.01 0.00
H -4.44813 2.74228 -3.58987 0.00 0.00 -0.01
C 2.20184 0.32330 4.60021 0.00 0.02 0.02
C -0.26514 -5.97082 1.87760 0.00 -0.03 0.03
H -4.58967 0.66649 -5.82414 0.00 0.00 -0.01
C 1.10870 4.37849 1.85251 -0.02 0.00 0.00
H -4.21140 -1.05380 -5.52381 0.00 0.00 0.01
H -0.83796 3.49380 1.70928 0.01 -0.01 -0.01
H -0.30690 3.68212 -4.69769 0.00 0.00 -0.01
H 2.43427 -1.53583 -4.91565 0.00 0.00 0.00
H -1.24641 0.76246 6.25295 0.00 0.01 0.01
C -2.38156 0.70157 0.38685 0.02 0.01 0.14
H 0.04551 -1.88365 -5.92532 0.01 -0.01 0.00
C -0.55229 -4.71697 2.43484 -0.02 0.02 -0.03
H 4.12480 -1.64780 4.61763 0.01 0.01 0.00
C 3.76737 -1.85270 -1.36228 0.00 0.02 0.00
C -2.87816 -1.59617 0.38302 -0.02 0.00 0.01
H -4.90163 -2.20588 0.32690 0.00 0.00 0.00
C -4.68062 -0.02304 0.37499 -0.02 0.03 -0.02
Ti 0.02887 -0.90213 0.80406 -0.65 0.22 -0.03
C 2.64263 -1.05932 -1.14056 0.02 -0.05 0.00
H -1.55161 2.35959 3.42277 0.00 -0.01 0.01
```
Forces are in eV/Å.

The frontier orbital gap is 0.207 Ha. Its net charge is -2. Its spin multiplicity is 1. For the strongest force on any atom, the calculation gives 0.013 hartree/bohr. The value obtained for the HOMO energy is -1.84 eV. Its relative energy (zero: lowest compared OMol25 entry of this formula, charge and spin) is 34.2 kJ/mol.

Atomic partial charges in e from the Löwdin method, atoms 1 to 2: number 1, N, carries 0.16; number 2, N, carries -0.10

***

- Look up the HOMO energy of the first one.
  -8.77 eV